{"formula": "C16H16N4O2S5SbTc", "method": "the ωB97M-V functional and the def2-TZVPD basis", "symbols": ["Tc", "C", "C", "O", "C", "C", "C", "N", "N", "C", "O", "C", "C", "C", "C", "C", "C", "H", "H", "H", "H", "H", "H", "H", "H", "H", "H", "H", "H", "S", "Sb", "S", "S", "S", "S", "C", "N", "C", "C", "C", "N", "H", "H", "H", "H"], "positions_angstrom": [[-0.5643, 1.1249, 0.3779], [-3.8276, 3.8782, -0.6536], [-3.0868, 2.6062, -0.3794], [-1.7666, 2.6299, -0.2015], [-3.8164, 1.4482, -0.3148], [-3.3533, 0.1279, -0.2086], [-4.3199, -1.0005, -0.2683], [-2.0552, -0.1535, -0.1050], [-1.7017, -1.4501, -0.2301], [-0.4142, -1.5954, -0.1997], [0.3353, -0.5005, -0.1126], [0.1992, -2.9129, -0.2304], [-0.6000, -4.0592, -0.2088], [-0.0068, -5.3069, -0.2174], [1.3782, -5.4179, -0.2483], [2.1758, -4.2814, -0.2851], [1.5896, -3.0301, -0.2720], [-3.1870, 4.6554, -1.0541], [-4.2898, 4.2427, 0.2673], [-4.6317, 3.6824, -1.3592], [-4.8818, 1.5674, -0.4439], [-5.3455, -0.6467, -0.3056], [-4.1840, -1.6471, 0.5997], [-4.1129, -1.6163, -1.1452], [-1.6748, -3.9513, -0.1829], [-0.6207, -6.1963, -0.1918], [1.8393, -6.3964, -0.2455], [3.2527, -4.3791, -0.3163], [2.1857, -2.1287, -0.2923], [2.0025, 4.0362, 2.1043], [0.3459, 3.6015, 3.5833], [-0.6853, 1.3853, 2.5378], [-1.0951, 4.5400, 0.3741], [-1.5709, 4.8104, 2.2020], [1.3813, 2.3897, -0.0463], [2.8894, 1.5274, -0.1489], [4.0002, 2.1756, 0.2840], [5.2240, 1.6319, 0.1725], [5.3565, 0.4039, -0.4155], [4.1851, -0.2000, -0.8763], [2.9865, 0.3517, -0.7325], [3.8731, 3.0771, 0.7349], [6.0597, 2.2019, 0.5543], [6.3219, -0.0675, -0.5167], [4.2105, -1.1581, -1.3833]], "forces_ev_per_angstrom": [[0.94, -0.22, 2.24], [0.07, 0.06, -0.01], [-0.97, -0.65, 0.06], [0.15, 0.80, -0.41], [0.21, 0.53, -0.01], [0.32, -0.48, -0.03], [-0.09, -0.07, -0.01], [0.21, 1.24, 0.13], [0.19, -1.00, -0.07], [-1.20, 0.18, 0.24], [0.43, 0.49, -0.15], [0.38, -0.16, -0.06], [0.02, 0.16, 0.00], [0.03, 0.00, 0.03], [0.04, -0.02, -0.03], [0.01, -0.06, 0.04], [-0.14, 0.09, 0.01], [-0.09, 0.00, -0.08], [0.08, 0.07, 0.01], [0.00, -0.05, 0.00], [0.00, -0.03, -0.04], [0.02, 0.06, 0.00], [0.02, -0.01, -0.02], [0.01, 0.00, 0.01], [-0.01, -0.05, 0.01], [0.00, 0.00, -0.01], [-0.01, 0.00, -0.01], [0.00, -0.01, 0.01], [0.01, 0.00, 0.00], [-0.40, -0.08, 0.10], [0.38, 0.05, -0.57], [-0.21, -0.40, -1.67], [0.55, 0.01, 0.19], [0.03, -0.29, 0.00], [-1.38, 0.26, 0.09], [0.56, -0.55, -0.06], [-0.27, -0.14, 0.00], [0.19, -0.04, -0.01], [-0.10, -0.10, -0.05], [0.18, 0.16, 0.09], [-0.21, 0.14, -0.04], [0.09, 0.05, 0.08], [-0.06, 0.07, 0.03], [0.02, 0.03, -0.03], [0.02, -0.01, 0.02]], "orbital_gap_ev": [5.342, 5.337], "total_charge": 2, "e_lumo_ha": [-0.300, -0.301], "max_force_ev_per_a": 2.4, "e_above_lowest_kcal_mol": 19.6}

{"formula": "C16H16N4O3S", "method": "the ωB97M-V functional and the def2-TZVPD basis", "symbols": ["C", "O", "C", "C", "C", "C", "N", "C", "C", "N", "C", "S", "C", "C", "O", "N", "C", "C", "C", "C", "O", "N", "C", "C", "H", "H", "H", "H", "H", "H", "H", "H", "H", "H", "H", "H", "H", "H", "H", "H"], "positions_angstrom": [[0.0735, 4.7367, -5.3477], [1.1090, 4.7542, -4.3937], [1.0635, 3.8689, -3.3660], [0.0565, 2.9312, -3.1612], [0.1111, 2.0778, -2.0735], [1.1723, 2.1394, -1.1823], [1.2389, 1.2693, -0.0826], [1.6827, 1.5868, 1.1806], [1.6047, 0.4445, 1.9177], [1.1331, -0.5725, 1.1496], [0.9222, -0.0540, -0.0312], [0.3449, -0.9940, -1.3841], [0.7496, -2.6354, -0.7224], [0.1627, -2.9329, 0.6531], [0.7371, -3.6538, 1.4294], [-1.0855, -2.4209, 0.8393], [-1.8014, -2.4706, 2.0122], [-1.4909, -3.1476, 3.2207], [-2.5487, -2.8524, 4.0295], [-2.8707, -3.2336, 5.4257], [-3.4171, -2.0706, 3.3630], [-2.9472, -1.8360, 2.1106], [2.1832, 3.0772, -1.3840], [2.1263, 3.9320, -2.4605], [0.3248, 5.5137, -6.0676], [0.0173, 3.7719, -5.8613], [-0.8955, 4.9652, -4.8928], [-0.7809, 2.8558, -3.8355], [-0.6848, 1.3665, -1.9161], [1.9767, 2.5819, 1.4407], [1.8541, 0.2761, 2.9450], [1.8330, -2.7377, -0.6674], [0.3554, -3.3494, -1.4480], [-1.4763, -1.8136, 0.1298], [-0.6218, -3.7342, 3.4201], [-2.0667, -3.8371, 5.8349], [-3.7999, -3.8007, 5.4546], [-3.0033, -2.3421, 6.0363], [3.0182, 3.1234, -0.7018], [2.9020, 4.6612, -2.6310]], "forces_ev_per_angstrom": [[-0.17, 0.00, -0.15], [0.22, -0.02, 0.23], [0.04, -0.10, 0.17], [0.04, 0.23, -0.31], [0.25, -0.01, 0.32], [-0.10, 0.36, -0.57], [-0.04, -0.42, 0.35], [0.09, 0.04, 0.48], [0.17, 0.40, -0.09], [-0.06, -0.11, -0.29], [0.07, -0.26, 0.09], [-0.07, -0.26, -0.46], [0.20, 0.38, 0.04], [-0.06, -0.14, -0.35], [0.07, -0.20, 0.17], [-0.54, 0.10, -0.24], [-0.52, -0.05, 0.80], [-0.42, 0.17, 0.28], [0.59, -0.16, -0.48], [-0.17, 0.16, -0.17], [-0.04, -0.31, 0.85], [0.48, 0.21, -1.20], [-0.12, -0.11, -0.03], [-0.16, 0.08, -0.16], [-0.07, -0.07, 0.03], [0.00, 0.03, 0.03], [0.03, -0.02, -0.01], [-0.07, 0.03, -0.09], [-0.12, 0.00, 0.03], [0.03, 0.22, 0.02], [0.09, 0.10, 0.24], [-0.13, -0.08, 0.10], [0.01, 0.03, 0.02], [0.18, -0.05, 0.05], [0.15, -0.14, 0.11], [0.02, -0.02, 0.03], [-0.03, -0.06, 0.06], [0.01, 0.01, 0.09], [0.08, -0.02, 0.05], [0.10, 0.08, -0.02]], "orbital_gap_ev": 8.811, "e_lumo_ha": 0.019, "max_force_ev_per_a": 1.3, "smiles": "COc1ccc(-n2ccnc2SCC(=O)Nc2cc(C)on2)cc1", "e_above_lowest_kcal_mol": 68.1}